{"formula": "C27H66BN2O5Rb", "method": "the ωB97M-V functional and the def2-TZVPD basis", "elements": ["Rb", "B", "H", "H", "H", "H", "C", "C", "C", "C", "C", "C", "N", "O", "C", "C", "C", "H", "H", "H", "H", "H", "H", "H", "H", "H", "H", "H", "H", "H", "H", "H", "H", "H", "H", "H", "C", "C", "C", "C", "C", "C", "N", "O", "C", "C", "C", "H", "H", "H", "H", "H", "H", "H", "H", "H", "H", "H", "H", "H", "H", "H", "H", "H", "H", "H", "C", "C", "C", "O", "H", "H", "H", "H", "H", "H", "H", "H", "C", "C", "C", "O", "H", "H", "H", "H", "H", "H", "H", "H", "C", "C", "C", "O", "H", "H", "H", "H", "H", "H", "H", "H"], "xyz": [[1.58005, -1.85708, 4.49457], [0.49273, 1.58762, 0.17891], [-0.46664, 1.48794, 0.66256], [0.65384, 2.62128, -0.08537], [1.23106, 1.30959, 0.91499], [0.48976, 0.93879, -0.68321], [1.71071, -3.23376, -3.92696], [1.94854, -4.52169, -3.14250], [2.78215, -5.53206, -4.02986], [4.25534, -5.16345, -4.31432], [4.95500, -4.88986, -2.94045], [4.15570, -3.95958, -1.87467], [2.67488, -4.25601, -1.85345], [1.98155, -3.48932, -0.93809], [4.86774, -4.38829, -0.54559], [4.58780, -2.48705, -2.08984], [0.60841, -5.24830, -2.92041], [1.39049, -2.46694, -3.22157], [1.00470, -3.26320, -4.75689], [2.63986, -2.79409, -4.28954], [2.63456, -6.51183, -3.57558], [2.25112, -5.68325, -4.96968], [4.35377, -4.30438, -4.97794], [4.67534, -6.00341, -4.86763], [5.87392, -4.47750, -3.35716], [5.26862, -5.81817, -2.46298], [4.92120, -5.47321, -0.45499], [5.85582, -3.94291, -0.42965], [4.26109, -4.07050, 0.30238], [4.04989, -2.00699, -2.90734], [4.23585, -1.81529, -1.30691], [5.63496, -2.26269, -2.29288], [0.32408, -5.83345, -3.79497], [-0.18266, -4.56988, -2.60097], [0.67063, -5.95336, -2.09147], [1.85146, -2.62655, -1.33846], [-6.41230, 1.40008, 3.45057], [-6.13349, 0.17816, 4.39196], [-7.44892, -0.55699, 4.59540], [-7.92387, -1.53684, 3.50952], [-6.89746, -2.59215, 3.12256], [-5.51090, -1.91754, 2.86277], [-5.15731, -0.80026, 3.75489], [-3.78826, -0.44336, 3.72333], [-4.53933, -3.11005, 2.94342], [-5.50548, -1.25451, 1.36350], [-5.71285, 0.72139, 5.84240], [-6.97158, 2.13093, 4.03468], [-6.88831, 1.14217, 2.50455], [-5.53725, 1.99067, 3.17927], [-7.58661, -0.99672, 5.58320], [-8.27691, 0.15162, 4.61533], [-8.33974, -0.87509, 2.74976], [-8.83235, -1.98181, 3.91542], [-7.18277, -3.09834, 2.20035], [-6.86544, -3.38746, 3.86725], [-3.55739, -2.87759, 2.53129], [-4.50035, -3.38773, 3.99673], [-4.83654, -4.04940, 2.47718], [-6.40667, -0.64671, 1.28258], [-4.66750, -0.58647, 1.16443], [-5.58790, -1.96268, 0.53901], [-5.45296, -0.19662, 6.36948], [-6.53307, 1.14881, 6.41915], [-4.78254, 1.28853, 5.87331], [-3.79444, 0.20024, 3.01104], [-3.54175, 4.55377, -2.03448], [-2.95458, 5.80512, -1.37689], [-4.02601, 6.81566, -1.05679], [-2.33320, 5.45945, -0.17891], [-2.71328, 3.92766, -2.36572], [-4.27745, 4.82528, -2.79152], [-4.02024, 3.83643, -1.36771], [-2.24325, 6.21442, -2.09424], [-4.64132, 6.48057, -0.22180], [-4.63961, 6.99896, -1.93882], [-3.56784, 7.76532, -0.78047], [-1.87273, 4.62567, -0.29878], [6.64177, 3.65926, 3.19238], [6.49101, 2.13729, 2.78789], [7.61294, 1.31190, 3.42802], [5.28318, 1.58724, 3.29623], [6.51165, 3.81392, 4.26347], [5.89434, 4.19382, 2.60611], [7.62272, 3.95512, 2.82047], [6.36164, 2.06426, 1.70806], [8.52203, 1.71384, 2.98071], [7.42957, 0.25090, 3.25846], [7.71828, 1.58724, 4.47740], [4.58117, 1.74432, 2.66053], [4.50397, 5.22707, -4.48164], [3.25209, 4.50084, -3.79921], [2.49729, 3.60149, -4.74631], [3.87469, 3.69927, -2.78183], [4.21920, 5.99301, -5.20299], [5.08098, 4.41086, -4.91633], [5.25793, 5.70210, -3.85397], [2.60411, 5.25635, -3.35488], [2.97974, 2.62467, -4.78049], [2.59833, 3.92426, -5.78251], [1.49627, 3.32239, -4.41741], [3.20348, 3.27488, -2.24242]], "forces_ev_per_a": [[-0.08, 0.27, -0.36], [-0.10, -0.04, -0.15], [-4.08, -0.32, 1.98], [0.67, 4.18, -1.20], [3.37, -1.36, 3.04], [0.24, -2.63, -3.51], [0.55, 0.90, 0.50], [0.59, -0.56, -0.99], [-0.27, 0.64, 0.13], [-1.49, -0.52, 1.59], [-0.82, 0.21, -1.53], [2.31, -0.72, -0.62], [1.80, -1.76, -1.14], [-0.23, 0.10, 0.24], [-1.49, 0.00, 0.28], [-1.65, 0.98, -0.60], [0.10, 0.20, 1.14], [-0.60, 0.14, -0.07], [-0.07, -0.33, 0.18], [0.16, -0.35, -0.31], [0.72, -0.14, 0.41], [-0.22, 0.49, -0.19], [-0.25, 0.18, 0.13], [0.42, -0.04, 0.24], [0.36, 0.77, 1.15], [-0.45, -0.11, -0.03], [0.12, 0.00, -0.12], [-0.02, -0.06, -0.29], [-0.02, 0.27, 0.10], [0.01, -0.35, -0.59], [0.30, -0.28, 0.69], [0.07, -0.62, 0.31], [-0.11, 0.37, -0.12], [-0.10, 0.14, -0.38], [0.37, -0.14, 0.03], [-0.12, 0.66, -0.02], [0.57, 0.10, 0.61], [0.60, 0.62, -0.60], [-1.26, -0.41, 0.11], [-0.42, 0.41, 0.76], [-0.07, 1.70, -0.39], [0.04, 0.21, -2.55], [-1.09, -0.96, 2.57], [-1.22, 0.17, -0.15], [0.63, 0.43, 0.52], [-0.84, -0.78, 1.07], [0.75, -2.02, -1.12], [-0.56, -0.11, -0.22], [-0.30, -0.09, 0.25], [0.53, -0.37, 0.04], [0.85, -0.41, 0.15], [0.23, 0.64, 0.02], [0.54, -0.44, -0.88], [-0.01, -0.36, 0.04], [0.04, 0.08, -0.14], [0.32, 0.26, 0.34], [0.11, 0.10, 0.33], [0.53, 0.18, 0.20], [-0.64, 0.39, -0.53], [-0.05, 0.12, 0.09], [0.22, -0.23, 0.25], [0.25, -0.31, 0.12], [0.00, -0.15, 0.23], [-0.01, 0.38, -0.51], [-0.34, 0.46, -0.29], [0.71, 0.39, -0.35], [0.21, -0.42, 0.22], [-1.11, -0.89, -0.34], [0.15, 0.54, -0.11], [0.54, 0.09, 0.77], [0.03, 0.18, -0.86], [0.37, -0.23, -0.38], [-0.41, 0.56, 0.62], [0.20, 0.30, -0.06], [-0.05, -0.11, -0.10], [-0.12, 0.00, 0.05], [-0.03, 0.05, 0.13], [0.30, -0.16, 0.11], [-0.27, -1.61, -1.34], [-0.28, 0.83, 1.42], [-0.15, 1.19, -0.99], [-0.72, -0.25, 0.49], [0.10, -0.04, -0.13], [-0.04, 0.31, 0.31], [0.06, 0.34, 0.32], [0.97, -0.02, -0.19], [0.35, -0.68, -0.19], [0.40, 0.08, 0.13], [-0.41, -0.35, 0.15], [-0.15, 0.14, -0.01], [-0.80, -0.97, 0.19], [2.09, 0.71, 0.21], [0.46, -0.82, -0.53], [-0.03, 0.37, 0.09], [-0.18, -0.34, -0.28], [-0.11, 0.06, -0.62], [-0.63, 0.00, 0.81], [-0.11, 0.01, 0.12], [0.48, -0.03, 0.22], [-0.73, 0.37, 0.00], [-0.24, 0.66, -0.22], [-0.28, -0.07, 0.11]], "mulliken_charge": [0.97, 0.38, -0.30, -0.31, -0.36, -0.33, -1.60, 1.76, -1.38, -0.79, -1.05, 1.62, -0.01, -0.37, -1.84, -1.72, -2.03, 0.37, 0.39, 0.31, 0.45, 0.46, 0.35, 0.40, 0.29, 0.38, 0.44, 0.38, 0.36, 0.36, 0.45, 0.39, 0.38, 0.41, 0.46, 0.36, -1.68, 1.45, -1.13, -0.93, -1.00, 1.24, 0.18, -0.39, -1.90, -1.51, -1.79, 0.45, 0.34, 0.43, 0.44, 0.42, 0.38, 0.36, 0.44, 0.41, 0.34, 0.48, 0.36, 0.33, 0.34, 0.43, 0.46, 0.37, 0.34, 0.37, -1.37, 0.74, -1.34, -0.56, 0.37, 0.35, 0.34, 0.14, 0.32, 0.38, 0.32, 0.30, -1.16, 0.35, -1.26, -0.57, 0.32, 0.31, 0.33, 0.37, 0.36, 0.31, 0.32, 0.31, -1.33, 0.56, -1.26, -0.56, 0.35, 0.32, 0.35, 0.23, 0.33, 0.32, 0.37, 0.30], "homo_energy_ev": -7.40, "homo_lumo_gap_ev": 5.5, "total_charge": 0, "total_energy_ha": -1602.60943}


{"formula": "C27H66F9N6O15S3", "method": "the ωB97M-V functional and the def2-TZVPD basis", "elements": ["C", "C", "O", "N", "H", "H", "C", "H", "H", "H", "H", "H", "H", "C", "C", "O", "N", "H", "H", "C", "H", "H", "H", "H", "H", "H", "C", "C", "O", "N", "H", "H", "C", "H", "H", "H", "H", "H", "H", "C", "N", "C", "C", "C", "C", "O", "H", "H", "H", "H", "H", "H", "H", "H", "H", "H", "H", "H", "H", "H", "C", "N", "C", "C", "C", "C", "O", "H", "H", "H", "H", "H", "H", "H", "H", "H", "H", "H", "H", "H", "H", "C", "N", "C", "C", "C", "C", "O", "H", "H", "H", "H", "H", "H", "H", "H", "H", "H", "H", "H", "H", "H", "C", "F", "F", "F", "S", "O", "O", "O", "C", "F", "F", "F", "S", "O", "O", "O", "C", "F", "F", "F", "S", "O", "O", "O"], "xyz": [[-1.64372, -7.02378, 5.52760], [-1.96039, -6.49674, 4.13137], [-3.04569, -6.53113, 3.59535], [-0.93058, -5.62782, 3.47518], [-0.09069, -5.65783, 4.03533], [-0.61511, -6.06406, 2.62062], [-1.41158, -4.13831, 3.39406], [-0.59529, -7.32137, 5.50952], [-2.29058, -7.90103, 5.53768], [-1.92060, -6.17984, 6.15943], [-1.26147, -3.78207, 4.41321], [-2.48665, -4.15743, 3.21535], [-0.84938, -3.61490, 2.62070], [0.79323, -3.14817, -2.68333], [1.97028, -3.64360, -1.75848], [3.12455, -3.33386, -1.94010], [1.41164, -4.61018, -0.70459], [1.04403, -4.00732, 0.01758], [0.61659, -5.10588, -1.08179], [2.52820, -5.49963, -0.07516], [0.87021, -2.27154, -3.32651], [-0.11478, -3.12049, -2.08097], [0.50981, -3.97277, -3.33741], [3.16065, -4.80709, 0.48028], [2.97460, -6.34271, -0.60246], [1.93096, -5.97932, 0.70027], [-2.52860, 0.59128, 3.84210], [-1.09699, 1.06986, 3.86056], [-0.71472, 1.98711, 3.18941], [-0.12258, 0.09994, 4.58687], [-0.64212, -0.69568, 4.92918], [0.36622, -0.32284, 3.81070], [0.65653, 0.74988, 5.70808], [-3.13226, 1.34821, 4.34285], [-2.77878, -0.25456, 4.48248], [-2.89371, 0.48373, 2.82072], [1.23598, 0.08848, 6.35219], [-0.09217, 1.18937, 6.36718], [1.21926, 1.51013, 5.16638], [6.61366, 3.80402, 1.84270], [5.16340, 4.04940, 2.40900], [5.25940, 4.14527, 3.89811], [4.69295, 5.37059, 1.83286], [4.34004, 2.89377, 1.92098], [2.99290, 2.76393, 2.67675], [2.13969, 3.86502, 2.55479], [7.13441, 2.94955, 2.27494], [7.21454, 4.65366, 2.16698], [6.72761, 3.69021, 0.76466], [6.02627, 4.90025, 4.07138], [5.61916, 3.17698, 4.24607], [4.38755, 4.59034, 4.37758], [5.43197, 6.16182, 1.95900], [3.78602, 5.62661, 2.38062], [4.44855, 5.26541, 0.77583], [4.95932, 2.01143, 2.08240], [4.18520, 2.94595, 0.84330], [3.12091, 2.49304, 3.72476], [2.46637, 1.88950, 2.29434], [1.75729, 3.85032, 1.67436], [-4.69149, -1.83550, 0.34609], [-4.14554, -1.33366, -1.00714], [-3.57495, 0.10425, -0.71937], [-2.99728, -2.23972, -1.53869], [-5.29793, -1.24892, -2.03692], [-5.73353, -2.58889, -2.69844], [-6.31838, -3.48978, -1.79653], [-4.93023, -2.89102, 0.21573], [-5.54165, -1.26824, 0.72494], [-3.93717, -1.81718, 1.13271], [-2.96244, 0.11115, 0.18223], [-4.37113, 0.83546, -0.57969], [-2.97394, 0.53844, -1.51834], [-2.61213, -1.72094, -2.41655], [-3.45236, -3.19092, -1.81476], [-2.24226, -2.33078, -0.75782], [-4.91910, -0.49228, -2.72399], [-6.18585, -0.92089, -1.49645], [-5.01942, -3.08785, -3.35355], [-6.52036, -2.41909, -3.43340], [-7.12478, -3.08662, -1.46672], [-1.81134, 2.65285, -6.99078], [-2.67236, 3.07505, -5.75544], [-2.59919, 4.61758, -5.59041], [-4.15936, 2.62122, -5.89676], [-1.99057, 2.38619, -4.50296], [-1.95356, 0.84625, -4.45777], [-3.20807, 0.15726, -4.36611], [-2.36827, 3.17884, -7.76618], [-1.80124, 1.56813, -7.09749], [-0.80221, 3.02713, -6.81850], [-3.14094, 4.92845, -4.69711], [-3.05264, 5.00111, -6.50441], [-1.54303, 4.88304, -5.63673], [-4.80946, 3.32215, -6.42038], [-4.48456, 2.45797, -4.86929], [-4.24146, 1.62718, -6.33638], [-2.58920, 2.75024, -3.66798], [-1.01205, 2.86280, -4.44429], [-1.35660, 0.65824, -3.56537], [-1.27487, 0.39820, -5.18354], [-3.03206, -0.72485, -4.70153], [4.77603, -0.70531, 1.04492], [3.93161, 0.14555, 0.39624], [4.76168, -0.50126, 2.37477], [4.40263, -2.00059, 0.76263], [6.54586, -0.38599, 0.43703], [6.78506, 0.95548, 0.99201], [7.40292, -1.39747, 0.96919], [6.43963, -0.42398, -1.06286], [0.70010, -0.04286, -0.25904], [0.93024, 1.21149, 0.24008], [-0.39659, 0.05376, -1.09899], [1.74244, -0.52183, -0.94036], [0.26642, -1.20486, 1.19254], [-1.12626, -0.99412, 1.50444], [0.47766, -2.55562, 0.64810], [1.15337, -0.88611, 2.28850], [0.94943, 3.60663, -2.61987], [0.96980, 2.28835, -2.40899], [1.37240, 3.82434, -3.78873], [-0.31874, 3.96354, -2.62805], [1.84937, 4.62341, -1.23701], [1.46021, 6.00676, -1.46243], [1.44334, 4.06590, 0.04271], [3.27486, 4.34968, -1.43357]], "forces_ev_per_a": [[-0.07, 0.71, -2.43], [2.10, -0.72, 1.25], [-2.51, 0.29, -1.65], [-0.46, 1.04, 1.55], [0.24, 0.19, 0.47], [-0.35, 0.23, -1.56], [0.43, -1.39, -0.05], [0.04, 0.05, 0.83], [0.07, 0.14, 0.88], [0.18, -0.69, 1.04], [0.21, 0.26, -0.20], [0.19, -0.26, -0.27], [-0.03, 0.15, 0.14], [-0.30, -1.39, 1.04], [0.81, 2.34, -3.19], [-2.91, -1.67, 1.64], [3.35, -0.83, -1.21], [-0.28, 0.90, 0.96], [-0.06, -0.50, -0.30], [-2.12, 0.36, 1.71], [0.76, 0.03, 0.60], [-0.02, 0.64, 0.33], [0.52, -0.35, -0.33], [0.47, -0.16, -0.68], [0.01, 0.91, -0.88], [0.15, -0.25, 0.26], [-0.45, 0.39, 1.21], [-0.66, 0.42, -2.13], [0.28, -1.65, 1.93], [-0.95, 0.45, 0.89], [-0.58, -0.07, 0.39], [1.70, -0.09, -1.01], [-0.47, 0.61, -0.66], [0.01, 0.53, -0.30], [0.47, -0.49, -0.42], [0.30, -0.08, 0.17], [0.16, -0.31, -0.78], [0.06, 0.29, -0.17], [0.31, 0.06, 0.67], [0.45, 0.64, 1.01], [1.69, 0.33, -1.81], [0.95, 0.54, -0.56], [-0.63, -0.10, 0.32], [-0.89, -0.61, 0.95], [-0.01, -0.54, -0.77], [0.43, 0.23, 1.40], [-0.84, -0.35, 0.18], [-0.27, 0.30, -0.13], [-0.97, 0.07, 0.05], [0.27, -0.21, 0.09], [-0.38, 0.15, 0.35], [-0.38, -0.75, -0.33], [0.19, -0.34, 0.16], [0.02, 0.05, -0.21], [0.11, -0.24, 0.06], [-0.06, -0.07, 0.10], [0.04, 0.48, 0.03], [0.34, 0.50, 0.27], [0.28, -0.37, -0.44], [-0.16, 0.26, -0.74], [0.70, -0.92, -0.33], [0.44, 0.88, 1.15], [-0.36, -0.18, -0.17], [-1.34, 0.95, 0.51], [0.59, -0.71, 0.06], [-0.68, 0.49, -0.65], [0.88, -0.30, 0.59], [-0.39, 0.17, -0.11], [-0.02, 0.13, -0.64], [0.44, 0.33, -0.40], [-0.01, -0.54, -0.10], [-0.47, -0.51, 0.10], [0.01, -0.78, -0.35], [0.08, -0.12, 0.09], [0.23, 0.04, 0.20], [-0.08, 0.05, -0.03], [-0.46, -0.17, -0.34], [0.26, 0.48, 0.06], [0.56, -0.15, 0.69], [-0.01, 1.09, -0.20], [-0.28, -0.17, 0.06], [-1.56, 1.10, 1.15], [0.47, -1.21, 0.19], [0.07, -1.55, -1.01], [1.05, -0.38, 0.90], [-1.84, 0.37, -0.93], [1.18, 0.41, 0.37], [0.43, 0.68, -0.16], [0.70, -0.38, -0.60], [-0.27, 0.24, -0.03], [-0.15, 0.09, -0.23], [0.26, -0.08, -0.09], [-0.19, 0.19, 0.23], [-0.12, 0.10, 0.54], [0.53, 0.20, 0.02], [-0.26, 0.43, -0.08], [0.45, 0.21, -0.30], [0.12, 0.01, 0.14], [0.01, -0.51, 0.03], [-0.12, 0.14, 0.58], [-0.42, 0.17, -0.72], [-0.21, -0.15, -0.15], [1.86, -0.36, -1.25], [0.13, -0.80, 1.13], [-1.01, -0.20, -0.46], [-0.31, 1.26, 0.59], [0.58, 1.35, -3.66], [-0.70, -0.65, -0.12], [-0.34, -0.75, 0.79], [-0.50, 0.13, 3.20], [-0.08, 1.14, 0.74], [-0.18, -2.12, -0.93], [1.06, -0.35, 0.64], [-1.10, 0.64, 0.45], [0.45, -1.07, -0.43], [-0.84, 0.65, -0.13], [0.01, 0.67, -0.19], [0.15, 0.34, -0.04], [0.55, 0.58, 3.80], [0.14, -0.88, 0.26], [1.83, 0.66, -3.32], [-2.28, 0.48, 0.38], [2.64, 1.02, 0.35], [-0.43, -1.40, -0.35], [-1.46, -0.47, -0.54], [-1.15, -0.07, -0.69]], "lowdin_spin": [0.05, 0.35, 0.28, 0.09, 0.00, 0.05, 0.06, 0.00, 0.00, 0.02, 0.00, 0.00, 0.00, 0.00, 0.00, 0.00, 0.01, 0.00, 0.01, 0.01, 0.00, 0.00, 0.00, 0.00, 0.00, 0.01, 0.00, 0.00, 0.00, 0.00, 0.00, 0.00, 0.00, 0.00, 0.00, 0.00, 0.00, 0.00, 0.00, 0.00, 0.00, 0.00, 0.00, 0.00, 0.00, 0.00, 0.00, 0.00, 0.00, 0.00, 0.00, 0.00, 0.00, 0.00, 0.00, 0.00, 0.00, 0.00, 0.00, 0.00, 0.00, 0.00, 0.00, 0.00, 0.00, 0.00, 0.00, 0.00, 0.00, 0.00, 0.00, 0.00, 0.00, 0.00, 0.00, 0.00, 0.00, 0.00, 0.00, 0.00, 0.00, 0.00, 0.00, 0.00, 0.00, 0.00, 0.00, 0.00, 0.00, 0.00, 0.00, 0.00, 0.00, 0.00, 0.00, 0.00, 0.00, 0.00, 0.00, 0.00, 0.00, 0.00, 0.00, 0.00, 0.00, 0.00, 0.00, 0.00, 0.00, 0.00, 0.00, 0.00, 0.00, 0.00, 0.01, 0.00, 0.01, 0.00, 0.00, 0.00, 0.00, 0.00, 0.00, 0.00, 0.00, 0.00], "spin_multiplicity": 2, "homo_energy_ev": [-7.95, -10.89], "homo_lumo_gap_ev": [3.0, 6.0], "total_charge": 2, "total_energy_ha": -4618.00506}